{"formula": "C10H24EuN6O6S", "method": "ωB97M-V with the def2-TZVPD basis set", "homo_ev": [-9.346, -10.922], "homo_lumo_gap_ha": [0.2423, 0.2133], "multiplicity": 7, "e_tot_ha": -2283.0617, "total_charge": 1, "species": ["O", "H", "Eu", "N", "N", "N", "N", "O", "O", "O", "O", "C", "C", "C", "C", "C", "H", "H", "H", "C", "H", "H", "H", "C", "C", "H", "H", "H", "H", "H", "H", "H", "H", "C", "H", "H", "H", "O", "H", "H", "N", "C", "N", "S", "H", "H", "H", "H"], "positions_angstrom": [[0.002, 0.346, -5.173], [-0.567, -0.059, -5.852], [-0.117, 0.084, -0.691], [0.267, 1.769, 1.210], [1.748, 1.151, -1.239], [-1.259, -1.161, 1.369], [-0.207, -1.970, -1.198], [-0.424, 2.111, 2.373], [-1.999, -0.761, 2.596], [0.426, -2.045, -2.499], [2.156, 0.303, -2.104], [2.047, 2.154, -0.450], [1.404, 2.471, 0.813], [-1.268, -2.444, 0.948], [-0.747, -2.840, -0.360], [1.708, 3.600, 1.676], [1.969, 3.220, 2.671], [0.827, 4.255, 1.746], [2.545, 4.158, 1.260], [3.141, 2.845, -1.135], [2.791, 3.035, -2.155], [3.964, 2.129, -1.172], [3.360, 3.732, -0.594], [-2.012, -3.380, 1.788], [-0.835, -4.175, -0.932], [-2.655, -2.844, 2.493], [-1.277, -3.988, 2.324], [-2.614, -4.004, 1.125], [-0.051, -4.281, -1.683], [-1.818, -4.246, -1.389], [-0.704, -4.832, -0.097], [-1.692, 0.160, 2.770], [0.665, -1.104, -2.767], [-0.910, 0.790, -4.138], [-0.358, 1.486, -3.462], [-1.299, -0.091, -3.561], [-1.762, 1.333, -4.606], [-2.108, 1.139, -0.209], [-2.154, 0.263, 0.292], [-1.425, 1.685, 0.302], [0.448, 1.074, 4.636], [0.406, -0.042, 3.876], [0.138, -1.253, 4.386], [0.826, 0.036, 2.190], [0.522, 0.960, 5.640], [0.688, 1.937, 4.133], [0.058, -2.067, 3.785], [0.294, -1.390, 5.380]]}


{"formula": "C9H22N5O2", "method": "ωB97M-V with the def2-TZVPD basis set", "homo_ev": -11.446, "homo_lumo_gap_ha": 0.3094, "de_lowest_kcal_mol": 53.87, "e_tot_ha": -780.0650, "total_charge": 1, "species": ["C", "C", "C", "N", "N", "N", "C", "N", "C", "N", "H", "H", "H", "H", "H", "H", "H", "H", "H", "H", "H", "H", "C", "O", "C", "C", "O", "C", "H", "H", "H", "H", "H", "H", "H", "H", "H", "H"], "positions_angstrom": [[-3.184, 0.289, -0.206], [-1.831, 0.007, 0.461], [-1.283, 1.209, 1.238], [-0.219, 1.928, 0.481], [-0.546, 3.215, 0.107], [-0.318, 4.263, 0.945], [-0.683, 5.362, 0.292], [-1.146, 5.087, -0.908], [-1.071, 3.748, -1.010], [-1.437, 3.022, -2.073], [-3.251, 1.320, -0.574], [-3.359, -0.373, -1.056], [-4.002, 0.152, 0.500], [-1.090, -0.313, -0.278], [-1.958, -0.812, 1.170], [-2.092, 1.918, 1.445], [-0.864, 0.911, 2.198], [0.014, 1.432, -0.374], [0.074, 4.114, 1.864], [-0.606, 6.343, 0.735], [-1.504, 3.482, -2.965], [-1.835, 2.102, -1.984], [2.958, -4.254, -1.211], [3.333, -3.638, 0.010], [3.199, -2.233, 0.015], [1.938, -1.788, 0.725], [0.758, -2.218, 0.062], [0.188, -3.390, 0.625], [2.877, -5.322, -1.020], [1.998, -3.880, -1.574], [3.720, -4.090, -1.979], [3.213, -1.839, -1.008], [4.060, -1.819, 0.547], [1.921, -0.692, 0.756], [1.947, -2.153, 1.757], [-0.337, -3.158, 1.559], [0.947, -4.147, 0.823], [-0.527, -3.783, -0.095]]}


{"formula": "C2H2FOP", "method": "ωB97M-V with the def2-TZVPD basis set", "homo_ev": -9.119, "homo_lumo_gap_ha": 0.3238, "de_lowest_kcal_mol": 16.41, "smiles": "O=C1CP1F", "e_tot_ha": -593.8128, "total_charge": 0, "species": ["C", "C", "O", "F", "P", "H", "H"], "positions_angstrom": [[0.465, -0.084, 0.769], [0.231, 0.375, -0.598], [1.235, -0.286, 1.643], [-1.598, -1.307, 0.132], [-1.320, 0.278, 0.557], [0.772, 1.291, -1.075], [0.214, -0.267, -1.427]]}


{"formula": "C17H17F5NO6PS", "method": "ωB97M-V with the def2-TZVPD basis set", "homo_ev": -9.039, "homo_lumo_gap_ha": 0.2634, "de_lowest_kcal_mol": 52.83, "smiles": "CCP(C)N(C(F)(F)C(F)F)S(=O)(=O)F.O=C1C=CC(=O)C=C1.O=C1C=CC(=O)C=C1", "e_tot_ha": -2402.9061, "total_charge": 0, "species": ["C", "C", "P", "C", "N", "C", "F", "F", "C", "F", "F", "S", "O", "O", "F", "H", "H", "H", "H", "H", "H", "H", "H", "H", "C", "C", "C", "O", "C", "C", "C", "O", "H", "H", "H", "H", "C", "C", "C", "O", "C", "C", "C", "O", "H", "H", "H", "H"], "positions_angstrom": [[-0.519, 0.817, 2.868], [0.946, 1.212, 2.366], [0.968, 1.921, 0.581], [-0.868, 2.011, 0.052], [1.883, 0.834, -0.506], [1.308, -0.491, -0.719], [0.309, -0.886, 0.152], [2.301, -1.495, -0.650], [0.717, -0.637, -2.204], [1.718, -0.525, -3.167], [-0.384, 0.183, -2.432], [3.549, 0.809, -0.098], [4.421, 0.375, -1.230], [3.848, 0.125, 1.189], [3.932, 2.417, 0.149], [-0.960, -0.045, 2.283], [-1.260, 1.673, 2.783], [-0.446, 0.551, 3.968], [1.314, 2.052, 3.032], [1.589, 0.288, 2.457], [-1.402, 1.025, 0.128], [-0.843, 2.429, -1.006], [-1.312, 2.794, 0.742], [0.336, -1.707, -2.259], [0.646, 0.917, -5.968], [-0.224, 1.479, -5.129], [-1.403, 2.220, -5.628], [-2.196, 2.734, -4.863], [-1.580, 2.313, -7.094], [-0.710, 1.751, -7.933], [0.469, 1.010, -7.434], [1.261, 0.496, -8.198], [1.514, 0.372, -5.620], [-0.111, 1.420, -4.055], [-2.448, 2.858, -7.441], [-0.824, 1.810, -9.008], [-2.255, -1.879, 5.976], [-2.678, -3.135, 6.119], [-1.750, -4.278, 5.978], [-2.135, -5.422, 6.106], [-0.335, -3.973, 5.673], [0.088, -2.717, 5.530], [-0.841, -1.575, 5.672], [-0.455, -0.428, 5.543], [-2.920, -1.030, 6.076], [-3.710, -3.375, 6.343], [0.331, -4.821, 5.573], [1.120, -2.476, 5.306]]}


{"formula": "C5H6F3N2", "method": "ωB97M-V with the def2-TZVPD basis set", "homo_ev": -12.691, "homo_lumo_gap_ha": 0.3236, "de_lowest_kcal_mol": 67.72, "e_tot_ha": -602.8304, "total_charge": 1, "species": ["C", "C", "C", "C", "C", "N", "N", "F", "F", "F", "H", "H", "H", "H", "H", "H"], "positions_angstrom": [[-2.563, 0.870, -0.034], [-2.573, -0.444, 0.029], [-1.320, 1.631, 0.015], [-0.439, -1.067, 0.338], [-0.093, 1.163, 0.332], [0.415, -0.136, 0.317], [2.859, -0.881, -0.252], [-3.463, -1.366, -0.002], [-1.567, 2.936, 0.044], [-0.079, -2.324, 0.271], [-3.466, 1.399, -0.243], [0.779, 1.901, 0.444], [2.020, -0.542, 0.192], [2.600, -1.685, -0.824], [3.613, -1.269, 0.289], [3.278, -0.186, -0.916]]}


{"formula": "C26H22AuN4OS2", "method": "ωB97M-V with the def2-TZVPD basis set", "homo_ev": -10.393, "homo_lumo_gap_ha": 0.2164, "de_lowest_kcal_mol": 7.23, "e_tot_ha": -2230.0459, "total_charge": 1, "species": ["Au", "C", "C", "N", "N", "C", "S", "S", "C", "C", "C", "C", "C", "C", "C", "C", "C", "C", "C", "C", "C", "O", "H", "H", "H", "H", "H", "H", "H", "H", "H", "H", "H", "H", "H", "H", "C", "C", "C", "C", "N", "C", "C", "C", "C", "C", "C", "N", "H", "H", "H", "H", "H", "H", "H", "H"], "positions_angstrom": [[-0.729, 0.658, -0.426], [-1.132, -3.518, 0.545], [-1.286, -2.033, 0.607], [-0.500, -1.309, -0.122], [0.348, -1.811, -1.075], [1.519, -2.262, -0.623], [2.078, -2.418, 0.949], [2.648, -2.620, -1.909], [1.676, -2.321, -3.419], [1.333, -0.880, -3.684], [0.006, -0.457, -3.677], [-0.319, 0.864, -3.954], [0.683, 1.787, -4.223], [2.009, 1.375, -4.229], [2.328, 0.050, -3.968], [-2.335, -1.447, 1.438], [-2.778, -2.121, 2.582], [-3.799, -1.610, 3.356], [-4.412, -0.417, 2.981], [-3.992, 0.268, 1.857], [-2.951, -0.242, 1.085], [-2.629, 0.439, -0.038], [-0.293, -3.814, 1.176], [-0.886, -3.807, -0.477], [-2.042, -4.017, 0.864], [0.776, -2.930, -3.387], [2.324, -2.719, -4.202], [-0.775, -1.183, -3.485], [-1.360, 1.166, -3.987], [0.431, 2.814, -4.458], [2.795, 2.081, -4.466], [3.365, -0.268, -3.991], [-2.298, -3.045, 2.871], [-4.121, -2.135, 4.243], [-5.222, -0.014, 3.574], [-4.462, 1.193, 1.552], [-2.471, 4.525, -1.119], [-1.360, 5.354, -1.123], [-0.091, 4.802, -1.049], [0.038, 3.426, -0.976], [-1.052, 2.643, -0.931], [-2.281, 3.163, -1.001], [1.327, 2.705, -0.927], [2.530, 3.321, -1.191], [3.707, 2.588, -1.090], [3.632, 1.262, -0.722], [2.388, 0.693, -0.494], [1.259, 1.391, -0.604], [-3.474, 4.922, -1.185], [-1.479, 6.428, -1.180], [0.783, 5.435, -1.040], [-3.100, 2.460, -0.951], [2.554, 4.361, -1.479], [4.660, 3.056, -1.296], [4.513, 0.646, -0.610], [2.300, -0.335, -0.171]]}


What did the third record say?
{"formula": "C2H2FOP", "method": "ωB97M-V with the def2-TZVPD basis set", "homo_ev": -9.119, "homo_lumo_gap_ha": 0.3238, "de_lowest_kcal_mol": 16.41, "smiles": "O=C1CP1F", "e_tot_ha": -593.8128, "total_charge": 0, "species": ["C", "C", "O", "F", "P", "H", "H"], "positions_angstrom": [[0.465, -0.084, 0.769], [0.231, 0.375, -0.598], [1.235, -0.286, 1.643], [-1.598, -1.307, 0.132], [-1.320, 0.278, 0.557], [0.772, 1.291, -1.075], [0.214, -0.267, -1.427]]}